# 1
{
  "formula": "C3H10NOS",
  "method": "ωB97M-V/def2-TZVPD",
  "spin_multiplicity": 1,
  "homo_ha": -0.085,
  "total_charge": -1,
  "orbital_gap_ev": 6.11,
  "total_energy_ev": -17646.195,
  "species": ["C", "S", "H", "H", "H", "C", "N", "C", "O", "H", "H", "H", "H", "H", "H", "H"],
  "coordinates": [[0.58783, 3.48389, 0.37193], [0.28175, 1.69611, 0.16817], [0.01964, 4.05708, -0.36527], [0.27848, 3.79812, 1.38023], [1.65150, 3.70914, 0.27643], [-0.08529, -1.47804, 1.29239], [-0.47084, -2.04860, 0.00211], [-0.27013, -1.17192, -1.15004], [-0.49037, -1.94711, -2.32205], [0.96345, -1.19091, 1.23419], [-0.22627, -2.23381, 2.07144], [-0.63936, -0.57354, 1.56603], [-1.45437, -2.29681, 0.01459], [-0.94021, -0.31462, -1.18979], [0.74179, -0.75430, -1.11767], [0.05242, -2.73468, -2.23268]],
  "forces_ev_per_angstrom": [[-0.2, -0.2, 0.4], [0.1, 0.2, 0.0], [0.1, 0.1, 0.1], [0.0, 0.1, -0.2], [0.0, 0.1, -0.1], [-0.1, 0.0, -0.1], [-0.1, 0.0, -0.2], [0.2, -0.3, 0.3], [-0.2, 0.2, -0.2], [0.0, 0.0, 0.1], [0.1, 0.0, -0.1], [0.1, 0.0, -0.1], [0.0, 0.0, 0.1], [-0.2, -0.1, -0.1], [-0.1, -0.1, 0.1], [0.1, -0.1, 0.1]]
}

***

# 2
{
  "formula": "C3H10NOS",
  "method": "ωB97M-V/def2-TZVPD",
  "spin_multiplicity": 1,
  "homo_ha": -0.101,
  "total_charge": -1,
  "orbital_gap_ev": 6.78,
  "total_energy_ev": -17647.063,
  "species": ["C", "C", "S", "C", "N", "H", "H", "H", "H", "H", "H", "H", "H", "H", "H", "O"],
  "coordinates": [[-0.49751, -0.28147, 1.14719], [-0.18091, 0.91866, 0.22105], [1.61489, 1.14125, -0.24653], [-0.38915, -1.71467, 0.58252], [0.95962, -2.21242, 0.35565], [0.10462, -0.14391, 2.05378], [-1.49324, -0.12165, 1.61349], [-0.69165, 0.83780, -0.73997], [-0.44183, 1.79053, 0.81259], [-0.92137, -2.39956, 1.25450], [-0.92641, -1.79143, -0.36051], [1.47115, -2.32906, 1.21270], [1.48141, -1.52420, -0.17858], [0.32644, 2.34605, -1.93825], [-0.31769, 2.48655, -3.28227], [-0.09836, 2.99751, -2.50735]],
  "forces_ev_per_angstrom": [[-0.4, 0.4, 0.4], [1.1, -0.8, 0.3], [-0.5, -0.3, 0.0], [0.1, 0.5, 0.5], [0.0, -0.4, -0.5], [0.6, -0.4, -0.2], [-0.2, -0.2, -0.7], [-0.6, 0.2, 0.4], [-0.4, 0.3, -0.4], [0.2, 0.0, 0.0], [-0.1, 0.2, -0.2], [0.0, 0.1, 0.4], [0.0, 0.2, 0.0], [0.8, -0.2, 0.7], [-0.1, -0.1, -0.4], [-0.4, 0.5, -0.3]]
}

***

# 3
{
  "formula": "C3H10NOS",
  "method": "ωB97M-V/def2-TZVPD",
  "spin_multiplicity": 2,
  "homo_ha": [-0.324, -0.324],
  "orbital_gap_ev": [9.52, 6.65],
  "total_energy_ev": -17643.211,
  "s2": 0.75,
  "species": ["C", "O", "H", "H", "H", "C", "C", "S", "N", "H", "H", "H", "H", "H", "H", "H"],
  "coordinates": [[1.46520, 0.72279, -2.50663], [0.92290, 0.40537, -1.30345], [2.09590, 1.61685, -2.53289], [2.03072, -0.13050, -2.90713], [0.64327, 0.88486, -3.22332], [-0.29049, -0.12659, 1.75019], [-1.30627, -0.71835, 0.77350], [-2.95254, -0.07855, 1.19293], [1.06523, -0.56089, 1.35697], [-0.36904, 0.96434, 1.73644], [-0.49587, -0.48925, 2.75761], [-1.03455, -0.40470, -0.22903], [-1.26414, -1.80027, 0.85332], [-3.44473, -0.04522, -0.05045], [1.21961, -0.21579, 0.41127], [1.71479, -0.02411, 1.92066]],
  "forces_ev_per_angstrom": [[0.3, 0.2, -0.4], [0.0, 0.3, -0.4], [0.0, 0.0, 0.3], [-0.1, -0.1, 0.0], [-0.1, -0.2, 0.0], [0.3, -0.1, -0.5], [0.3, 0.3, 0.4], [-0.1, 0.0, 0.0], [-0.2, 0.2, 0.2], [-0.2, 0.0, 0.1], [0.0, 0.1, 0.1], [-0.1, -0.1, -0.1], [-0.1, -0.1, -0.1], [0.0, 0.0, 0.0], [0.0, -0.2, 0.3], [0.2, -0.2, 0.1]]
}

***

# 4
{
  "formula": "C3H10NOS",
  "method": "ωB97M-V/def2-TZVPD",
  "spin_multiplicity": 2,
  "homo_ha": [-0.346, -0.337],
  "orbital_gap_ev": [10.28, 7.04],
  "total_energy_ev": -17644.657,
  "s2": 0.75,
  "species": ["C", "C", "S", "C", "N", "H", "H", "H", "H", "H", "H", "H", "H", "H", "H", "O"],
  "coordinates": [[-0.42709, 0.90807, 0.07562], [-0.62804, 0.27732, 1.45360], [0.21039, -1.29453, 1.57492], [-1.17334, 0.11939, -1.00266], [-1.06728, 0.75821, -2.28837], [0.62471, 0.94937, -0.20531], [-0.88897, 1.90505, 0.08308], [-1.68911, 0.22565, 1.64861], [-0.18569, 0.94476, 2.19072], [-2.19542, -0.03163, -0.68499], [-0.80170, -0.92600, -0.97361], [-0.11878, 0.69057, -2.63440], [-1.69628, 0.38775, -2.98407], [2.78236, -1.23335, 1.62382], [3.70043, -1.86421, 0.58371], [3.55382, -1.81641, 1.53931]],
  "forces_ev_per_angstrom": [[-0.8, 0.0, -0.5], [0.4, 0.4, -0.5], [-0.1, -0.1, 0.2], [0.5, -1.0, 0.6], [0.0, 0.3, -0.1], [0.1, 0.3, 0.2], [0.5, 0.0, 0.0], [-0.3, -0.3, 0.2], [0.1, 0.0, 0.2], [-0.6, 0.5, -0.2], [0.3, 0.1, -0.2], [-0.1, 0.0, -0.1], [0.0, -0.1, 0.0], [0.1, -0.3, 0.0], [0.0, 0.0, 0.3], [-0.1, 0.2, -0.3]]
}

***

# 5
{
  "formula": "C3H10NOS",
  "method": "ωB97M-V/def2-TZVPD",
  "spin_multiplicity": 1,
  "homo_ha": -0.525,
  "total_charge": 1,
  "orbital_gap_ev": 8.88,
  "total_energy_ev": -17637.331,
  "species": ["C", "C", "C", "N", "O", "S", "H", "H", "H", "H", "H", "H", "H", "H", "H", "H"],
  "coordinates": [[-1.00631, 0.85876, -1.00396], [0.56260, -1.07852, -0.23230], [0.31802, 0.39127, -0.56533], [-0.29330, 1.02907, 1.66266], [1.68050, -1.24240, 0.56853], [1.55763, 1.59070, -0.75706], [-0.83220, 1.36256, -1.93777], [-1.37885, 1.59354, -0.27005], [-1.78638, 0.16337, -1.03498], [0.55871, -1.67355, -1.16250], [-0.36449, -1.50085, 0.33735], [0.52015, 0.84057, 2.21641], [-0.61010, 1.88768, 1.85423], [-0.82762, 0.18231, 1.64373], [1.64346, -2.15870, 0.90815], [2.64662, 0.92073, -0.64566]],
  "forces_ev_per_angstrom": [[0.4, 1.7, 0.5], [-2.0, 0.0, 0.9], [1.3, 0.1, 1.0], [3.1, -4.6, -1.2], [0.3, -0.6, 0.1], [-2.3, 0.1, -0.6], [-0.5, 0.2, -0.6], [0.3, 0.0, -0.7], [-0.8, -1.6, -0.4], [0.2, 0.4, -0.1], [1.1, 1.0, -1.0], [0.4, 0.0, 0.3], [-2.3, 3.5, 0.9], [-1.1, 0.5, 0.6], [0.4, 0.6, -0.2], [1.3, -1.4, 0.5]]
}

***

# 6
{
  "formula": "C3H10NP",
  "method": "ωB97M-V/def2-TZVPD",
  "spin_multiplicity": 1,
  "homo_ha": -0.301,
  "orbital_gap_ev": 9.19,
  "total_energy_ev": -14049.972,
  "smiles": "C=CC.NP",
  "species": ["C", "C", "C", "N", "P", "H", "H", "H", "H", "H", "H", "H", "H", "H", "H"],
  "coordinates": [[-1.47038, 0.14115, -1.57037], [-1.33095, 0.92155, 0.72481], [-1.67337, -0.11124, -0.28683], [2.04124, -1.26147, -0.05702], [1.90420, 0.26631, 0.57515], [3.27364, 0.49069, 0.43467], [-1.23626, 1.16566, -1.81631], [-1.69697, -0.63000, -2.36367], [-1.18820, 1.89448, 0.31543], [-0.47435, 0.51162, 1.16499], [-2.03117, 1.01753, 1.49663], [-1.93829, -1.03451, 0.07104], [2.13867, -1.40941, -1.03056], [1.47041, -1.94225, 0.43900], [2.21178, -0.02011, 1.90301]],
  "forces_ev_per_angstrom": [[-1.0, -1.2, -0.8], [-0.8, -0.7, -0.7], [0.7, 2.4, -1.1], [-0.5, -2.4, 1.1], [0.6, 2.0, -0.3], [0.6, 0.8, -0.1], [0.2, 0.0, -0.5], [0.5, 1.1, 0.9], [0.5, 0.6, -0.4], [1.5, 0.2, 1.0], [-1.4, 0.0, 1.2], [-0.7, -2.3, 0.7], [-0.3, -0.1, -0.7], [0.2, 0.0, -0.7], [-0.2, -0.4, 0.7]]
}

***

The records above yield ΔE to the lowest compared entry with this formula, charge and spin values of 1.248, 0.380, 1.587, 0.141, 2.127, 2.257 eV, respectively.
The records above yield molecular weight values of 108.19, 108.19, 108.19, 108.19, 108.19, 91.09 Da, respectively.